Record 1
{"formula": "C10H14ClIrO4", "method": "ωB97M-V/def2-TZVPD", "spin_multiplicity": 2, "largest_force_ev_per_a": 1.97, "charge": 3, "energy_ha": -1253.18455, "lumo_energy_ev": [-16.26, -16.20], "s_squared": 0.760, "elements": ["Ir", "C", "C", "C", "C", "C", "C", "C", "C", "C", "C", "H", "H", "H", "H", "H", "H", "H", "H", "H", "H", "H", "H", "H", "H", "O", "Cl", "O", "O", "O"], "positions_angstrom": [[0.7598, 2.0547, -0.8413], [0.3436, -3.0670, -0.4213], [-0.2166, -1.7879, -1.0190], [-1.4127, -1.9895, -1.9654], [-0.3454, -0.6465, -0.1166], [-0.8909, 0.6369, -0.5876], [-1.0760, 1.7166, 0.3142], [-0.8107, 1.5190, 1.7417], [-1.2325, 2.4891, 2.7180], [-0.1870, 0.2752, 2.1429], [0.0160, -0.7515, 1.2702], [0.4299, -3.8450, -1.1776], [-0.3386, -3.5025, 0.3200], [1.3241, -2.9405, 0.0391], [0.6127, -1.4349, -1.7058], [-2.3171, -2.2591, -1.4104], [-1.2202, -2.8189, -2.6415], [-1.6668, -1.1117, -2.5604], [-1.4558, 0.6545, -1.5191], [-1.7585, 2.5228, 0.0417], [-0.5982, 3.4039, 2.6886], [-1.2002, 2.1176, 3.7426], [-2.2283, 2.9060, 2.4914], [0.0890, 0.1378, 3.1843], [0.4280, -1.6769, 1.6560], [4.4259, 1.1877, -1.5630], [3.1176, 1.4703, -1.3114], [2.5436, 2.6774, -1.9014], [2.1282, 0.4279, -1.7335], [2.7370, 1.6347, 0.1244]], "lowdin_charge": [1.505, -0.014, -0.328, 0.027, -0.033, -0.111, -0.144, -0.090, 0.067, 0.115, 0.117, 0.118, 0.124, 0.108, 0.213, 0.125, 0.122, 0.093, 0.151, 0.162, 0.184, 0.136, 0.161, 0.169, 0.155, -0.026, 0.785, -0.278, -0.318, -0.296]}

=====

Record 2
{"formula": "C10H14ClNO2S", "method": "ωB97M-V/def2-TZVPD", "largest_force_ev_per_a": 4.38, "relative_energy_kj_mol": 130.8, "charge": 0, "energy_ha": -1452.89578, "lumo_energy_ev": -0.36, "elements": ["C", "C", "C", "C", "C", "C", "C", "C", "C", "C", "N", "O", "O", "S", "Cl", "H", "H", "H", "H", "H", "H", "H", "H", "H", "H", "H", "H", "H", "H"], "positions_angstrom": [[-1.7939, -0.5588, -1.6667], [0.2183, 1.7317, 0.9522], [-1.7076, -0.4922, -0.3295], [0.3959, 1.5381, -0.3869], [-0.5346, -1.1645, 0.3712], [1.0864, 0.2679, -0.8755], [-2.8608, 0.0470, 0.4655], [0.1424, 2.5900, -1.4103], [2.0998, -1.0152, 1.5040], [0.7887, -0.9953, -0.3108], [1.8143, -2.1009, 2.2210], [-0.7383, -2.0165, 1.2237], [1.8873, 0.4362, -1.7715], [1.5520, -2.4415, -1.0904], [3.6849, -0.6840, 0.9679], [-2.7787, -0.2298, -2.1143], [-0.9892, -0.6704, -2.4347], [-0.1446, 2.6753, 1.4018], [0.4013, 1.0843, 1.6969], [-3.5006, 0.5460, -0.2291], [-2.4789, 0.7824, 1.2617], [-3.3707, -0.7229, 1.2146], [-0.5667, 3.2648, -0.7465], [1.1123, 3.1388, -1.4802], [-0.2928, 2.0550, -2.2639], [1.5779, -0.2307, 2.1142], [2.2850, -2.9838, 1.9224], [0.7730, -2.1569, 1.9496], [1.9381, -1.6942, -2.1564]], "lowdin_charge": [0.083, 0.073, -0.305, -0.287, -0.382, -0.513, -0.057, -0.038, -0.752, -0.546, 0.023, 0.065, 0.032, 0.808, 0.733, 0.093, 0.098, 0.087, -0.001, 0.056, 0.095, 0.127, 0.119, 0.104, 0.086, 0.099, 0.113, 0.084, -0.097]}

=====

Record 3
{"formula": "C10H14ClNO2S", "method": "ωB97M-V/def2-TZVPD", "smiles": "C=C(C)C(=O)/C(S)=C(/O)C(=C)C.[H]/N=C\\Cl", "largest_force_ev_per_a": 3.84, "relative_energy_kj_mol": 62.4, "charge": 0, "energy_ha": -1452.92181, "lumo_energy_ev": 0.08, "elements": ["C", "C", "C", "C", "O", "C", "S", "C", "O", "C", "C", "C", "H", "H", "H", "H", "H", "H", "H", "H", "H", "H", "H", "H", "H", "N", "C", "Cl", "H"], "positions_angstrom": [[-1.3625, -1.0280, -0.1213], [-1.2201, -0.0656, -1.0332], [-1.3832, -0.3625, -2.5301], [-1.2855, 1.3748, -0.5684], [-2.1203, 2.1805, -1.0172], [-0.3657, 1.7304, 0.5102], [-1.1272, 3.1992, 1.3051], [0.8190, 1.1227, 0.7861], [1.5154, 1.3620, 1.8841], [1.5633, 0.2334, -0.0944], [1.6449, 0.4856, -1.3903], [2.0464, -1.0254, 0.6230], [-1.2791, -2.0904, -0.4752], [-1.4403, -0.9727, 0.9525], [-1.2819, -1.4462, -2.7265], [-2.4912, -0.0474, -2.9427], [-0.7617, 0.2903, -3.0512], [-1.8293, 3.5321, 0.2484], [1.0019, 2.0266, 2.5005], [2.2653, -0.0734, -2.1414], [1.3897, 1.3691, -1.9876], [2.9755, -1.2843, 0.1656], [1.3115, -1.7242, 0.3105], [1.9460, -0.9040, 1.6597], [-0.0327, -0.5595, 3.7604], [-0.6615, -0.3758, 3.0755], [-1.5026, 0.4564, 3.3225], [-1.5332, 1.5676, 4.7483], [-2.1574, 0.7445, 2.4599]], "lowdin_charge": [0.058, -0.299, -0.046, -0.412, -0.010, -0.431, 0.811, -0.361, 0.054, -0.282, 0.072, 0.004, 0.090, 0.036, 0.079, 0.143, 0.031, -0.134, 0.156, 0.094, 0.090, 0.083, 0.067, 0.057, 0.028, 0.084, -0.670, 0.531, 0.075]}

=====

Record 4
{"formula": "C10H14FNSi", "method": "ωB97M-V/def2-TZVPD", "smiles": "F[Si@@]1(c2ccccc2)CCCCN1", "largest_force_ev_per_a": 4.65, "relative_energy_kj_mol": 40.6, "charge": 0, "energy_ha": -833.59075, "lumo_energy_ev": 0.73, "elements": ["F", "Si", "C", "C", "C", "C", "C", "C", "C", "C", "C", "C", "N", "H", "H", "H", "H", "H", "H", "H", "H", "H", "H", "H", "H", "H", "H"], "positions_angstrom": [[-2.7744, 0.6231, 0.9642], [-1.1618, 0.6401, 0.6608], [-0.6694, -1.1445, 0.0575], [-1.7245, -1.8281, -0.6774], [-1.5017, -3.1412, -1.1365], [-0.3240, -3.8174, -0.8934], [0.6878, -3.1220, -0.1328], [0.4289, -1.8924, 0.3803], [-0.8698, 1.8723, -0.7699], [0.6509, 1.9060, -0.8878], [1.3501, 2.5753, 0.3226], [1.4357, 1.5880, 1.5638], [0.1493, 1.2354, 2.0689], [-2.4908, -1.2052, -1.1213], [-2.3203, -3.7097, -1.7221], [-0.1351, -4.8293, -1.0893], [1.5992, -3.6409, 0.0278], [1.2476, -1.2967, 0.6665], [-1.3458, 2.8620, -0.5766], [-1.2123, 1.5281, -1.7665], [0.9307, 2.4430, -1.8264], [0.8981, 0.9075, -0.8595], [2.4007, 2.9344, 0.1001], [0.8897, 3.6062, 0.5290], [2.0894, 0.6768, 1.3329], [1.9346, 2.1401, 2.3583], [-0.1627, 2.0891, 2.4271]], "lowdin_charge": [-0.150, 0.709, -0.213, -0.077, -0.105, -0.068, -0.063, -0.138, -0.248, -0.287, -0.201, -0.328, -0.102, 0.092, 0.129, 0.081, 0.091, 0.073, 0.084, 0.083, 0.123, 0.049, 0.107, 0.123, 0.118, 0.097, 0.023]}

=====

Record 5
{"formula": "C10H14INS", "method": "ωB97M-V/def2-TZVPD", "largest_force_ev_per_a": 4.19, "relative_energy_kj_mol": 187.6, "charge": 0, "energy_ha": -1139.93905, "lumo_energy_ev": 0.44, "elements": ["C", "C", "C", "C", "C", "C", "C", "C", "C", "C", "N", "S", "I", "H", "H", "H", "H", "H", "H", "H", "H", "H", "H", "H", "H", "H", "H"], "positions_angstrom": [[-1.0326, -2.0425, 1.3913], [-2.0856, -1.1355, 1.1558], [-1.1310, -3.2694, 0.7613], [2.2133, 0.8888, -0.7650], [1.9403, 1.1950, 0.7436], [1.0450, 1.6389, -1.3645], [0.4858, 0.9987, 0.9552], [-2.4289, -3.1580, -1.0796], [-0.1627, 1.2905, -0.3566], [-2.2403, -0.3310, 0.1392], [-2.1657, -3.7456, -0.0181], [-0.8894, -0.2830, -1.0597], [-3.7332, 1.0133, -0.2658], [-0.0805, -1.8039, 1.9397], [-3.0145, -1.0459, 1.7554], [-0.3634, -3.9661, 1.0834], [3.1168, 1.4469, -1.1431], [2.0261, -0.1662, -0.9800], [2.6946, 0.5441, 1.2021], [2.2648, 2.2260, 0.8465], [1.3145, 2.6902, -1.1338], [0.8954, 1.2940, -2.4233], [0.1934, -0.0479, 1.2359], [0.1357, 1.7062, 1.7874], [-3.2944, -3.4097, -1.7104], [-1.7640, -2.4433, -1.4446], [-0.8498, 2.1539, -0.4775]], "lowdin_charge": [-0.137, -0.306, -0.159, -0.221, -0.209, -0.235, -0.239, -0.038, -0.532, -1.094, 0.018, 0.842, 0.903, 0.123, 0.113, 0.107, 0.129, 0.102, 0.112, 0.107, 0.116, 0.113, 0.069, 0.147, 0.095, -0.010, 0.084]}

=====

Record 6
{"formula": "C10H14N2OP", "method": "ωB97M-V/def2-TZVPD", "smiles": "C=P(C)=[N+](C)Cc1ccc(N=O)cc1", "largest_force_ev_per_a": 4.04, "relative_energy_kj_mol": 357.6, "charge": 1, "energy_ha": -915.06498, "lumo_energy_ev": -5.66, "elements": ["C", "P", "C", "N", "C", "C", "C", "C", "C", "C", "N", "O", "C", "C", "H", "H", "H", "H", "H", "H", "H", "H", "H", "H", "H", "H", "H", "H"], "positions_angstrom": [[-3.8838, -0.2812, -0.3579], [-2.2516, -0.7387, -0.2275], [-2.0561, -2.7367, 0.4712], [-1.5302, 0.8174, -0.1505], [-1.3374, 1.3883, 1.1554], [-0.5189, 1.1495, -1.1500], [0.8865, 0.8012, -0.7126], [1.1925, -0.5205, -0.6761], [2.3485, -1.0493, -0.1533], [3.3780, -0.1828, 0.1291], [4.6849, -0.7437, 0.2145], [5.6377, -0.1066, 0.6479], [3.1153, 1.1856, 0.0802], [1.8776, 1.6917, -0.3452], [-4.7468, -0.8241, -0.3848], [-4.0444, 0.8066, -0.5250], [-1.0478, -2.9393, 0.7569], [-2.9274, -2.7843, 1.0669], [-2.2688, -3.5499, -0.3667], [-0.5214, 1.0331, 1.8103], [-1.0450, 2.4341, 1.0050], [-2.1846, 1.2699, 1.7272], [-0.6286, 2.2579, -1.0119], [-0.6559, 0.4837, -2.0072], [0.4543, -1.2849, -0.9568], [2.5690, -2.1006, -0.2009], [3.8104, 1.7647, 0.6632], [1.6941, 2.7591, -0.5012]], "lowdin_charge": [-0.070, 1.090, -0.081, -0.381, -0.098, -0.152, -0.255, -0.072, -0.002, -0.252, 0.014, 0.036, 0.022, -0.001, -0.004, 0.062, 0.013, 0.004, 0.100, 0.111, 0.111, 0.058, 0.149, 0.128, 0.100, 0.122, 0.121, 0.128]}

=====

Record 7
{"formula": "C10H14N2S", "method": "ωB97M-V/def2-TZVPD", "smiles": "[H]/N=C(\\N)SCCCc1ccccc1", "largest_force_ev_per_a": 1.77, "relative_energy_kj_mol": 84.9, "charge": 0, "energy_ha": -897.14297, "lumo_energy_ev": 0.66, "elements": ["H", "N", "C", "N", "S", "C", "C", "C", "C", "C", "C", "C", "C", "C", "H", "H", "H", "H", "H", "H", "H", "H", "H", "H", "H", "H", "H"], "positions_angstrom": [[-4.0027, -1.5240, 1.6731], [-3.1950, -0.9928, 1.3369], [-3.3878, -0.6988, 0.1130], [-4.4356, -1.0688, -0.7168], [-2.2925, 0.4730, -0.6875], [-1.2505, 0.9825, 0.7667], [-0.2395, 2.0923, 0.4063], [0.6950, 1.6472, -0.6886], [1.6337, 0.4838, -0.3925], [2.9752, 0.6748, -0.0026], [3.8441, -0.3847, 0.2499], [3.3996, -1.6695, 0.0352], [2.0660, -1.8965, -0.3574], [1.1841, -0.8301, -0.5295], [-4.9099, -1.9423, -0.4988], [-4.4024, -0.8077, -1.7001], [-1.9508, 1.2200, 1.5510], [-0.7558, 0.0413, 0.9893], [0.2385, 2.3232, 1.3703], [-0.7631, 2.9806, 0.0768], [-0.0236, 1.2787, -1.4489], [1.2874, 2.5098, -1.0998], [3.3630, 1.7168, 0.1530], [4.9106, -0.1851, 0.5485], [4.0363, -2.5024, 0.3041], [1.8067, -2.8986, -0.5463], [0.1690, -1.0225, -0.9053]], "lowdin_charge": [0.050, 0.054, -0.811, 0.040, 0.910, -0.429, -0.250, -0.191, -0.222, -0.052, -0.108, -0.103, -0.068, -0.054, 0.097, 0.074, 0.066, 0.055, 0.120, 0.103, 0.073, 0.131, 0.122, 0.119, 0.097, 0.084, 0.096]}

=====

Record 8
{"formula": "C10H14N3", "method": "ωB97M-V/def2-TZVPD", "smiles": "N/C(=N\\[NH3+])C1(c2ccccc2)CC1", "largest_force_ev_per_a": 3.88, "relative_energy_kj_mol": 374.2, "charge": 1, "energy_ha": -553.35425, "lumo_energy_ev": -3.75, "elements": ["N", "C", "N", "N", "C", "C", "C", "C", "C", "C", "C", "C", "C", "H", "H", "H", "H", "H", "H", "H", "H", "H", "H", "H", "H", "H", "H"], "positions_angstrom": [[-0.9386, -1.5869, -0.5666], [-1.3602, -0.3275, -0.2120], [-2.5704, 0.0889, -0.2275], [-3.6631, -0.8262, -0.5449], [-0.3667, 0.7411, 0.1870], [1.0261, 0.2331, 0.0894], [1.6529, 0.3440, -1.1582], [3.0111, 0.0204, -1.2494], [3.6264, -0.5424, -0.1924], [2.9329, -0.9322, 0.9466], [1.6433, -0.4361, 1.1694], [-0.7536, 2.2001, -0.0879], [-0.9719, 1.6008, 1.2500], [0.0239, -1.6807, -0.2503], [-1.5152, -2.4005, -0.3590], [-4.4916, -0.1945, -0.6003], [-3.2570, -1.4286, -1.4265], [-3.9558, -1.2960, 0.3485], [0.9838, 0.8375, -1.8079], [3.7015, 0.1216, -2.0277], [4.7576, -0.7787, -0.3414], [3.2772, -1.3678, 1.8440], [1.0585, -0.5697, 2.0528], [-1.6634, 2.2630, -0.6324], [0.1290, 2.7422, -0.0209], [-0.3810, 1.7837, 2.1965], [-1.9359, 1.3914, 1.6210]], "lowdin_charge": [0.190, -0.317, 0.023, 0.146, -0.328, -0.226, 0.007, -0.067, -0.092, -0.053, -0.020, -0.001, -0.091, 0.099, 0.114, 0.179, 0.242, 0.182, 0.112, 0.097, 0.153, 0.096, 0.114, 0.104, 0.110, 0.143, 0.084]}